{
  "formula": "C69H171CuN10O22",
  "method": "wB97M-V/def2-TZVPD",
  "gap_ev": [8.2, 6.1],
  "e_lumo_ev": [-1.5, -3.6],
  "spin_multiplicity": 2,
  "s_squared": 0.7571,
  "charge": 1,
  "fmax_ev_per_a": 6.14,
  "elements": ["Cu", "C", "C", "C", "C", "C", "C", "N", "O", "C", "C", "C", "H", "H", "H", "H", "H", "H", "H", "H", "H", "H", "H", "H", "H", "H", "H", "H", "H", "H", "C", "C", "O", "H", "H", "H", "H", "H", "H", "C", "C", "O", "H", "H", "H", "H", "H", "H", "C", "C", "O", "H", "H", "H", "H", "H", "H", "C", "O", "C", "C", "N", "C", "C", "O", "C", "H", "H", "H", "H", "H", "H", "H", "H", "H", "H", "H", "H", "H", "H", "H", "C", "O", "C", "C", "N", "C", "C", "O", "C", "H", "H", "H", "H", "H", "H", "H", "H", "H", "H", "H", "H", "H", "H", "H", "C", "O", "C", "C", "N", "C", "C", "O", "C", "H", "H", "H", "H", "H", "H", "H", "H", "H", "H", "H", "H", "H", "H", "H", "C", "O", "C", "C", "N", "C", "C", "O", "C", "H", "H", "H", "H", "H", "H", "H", "H", "H", "H", "H", "H", "H", "H", "H", "C", "O", "C", "C", "N", "C", "C", "O", "C", "H", "H", "H", "H", "H", "H", "H", "H", "H", "H", "H", "H", "H", "H", "H", "C", "O", "C", "C", "N", "C", "C", "O", "C", "H", "H", "H", "H", "H", "H", "H", "H", "H", "H", "H", "H", "H", "H", "H", "C", "O", "C", "C", "N", "C", "C", "O", "C", "H", "H", "H", "H", "H", "H", "H", "H", "H", "H", "H", "H", "H", "H", "H", "C", "O", "C", "C", "N", "C", "C", "O", "C", "H", "H", "H", "H", "H", "H", "H", "H", "H", "H", "H", "H", "H", "H", "H", "C", "O", "C", "C", "N", "C", "C", "O", "C", "H", "H", "H", "H", "H", "H", "H", "H", "H", "H", "H", "H", "H", "H", "H"],
  "xyz": [[-14.09515, -3.99814, -5.07706], [-14.11012, -1.09040, -9.70952], [-14.92022, -1.96571, -8.74906], [-16.03166, -2.72555, -9.64650], [-15.46513, -3.62220, -10.72651], [-14.61646, -4.73149, -10.07755], [-13.60250, -4.23773, -8.96938], [-14.07011, -3.02991, -8.16195], [-13.30884, -2.59531, -6.92865], [-12.24224, -3.86203, -9.60697], [-13.35814, -5.42578, -8.00883], [-15.77528, -1.08967, -7.86122], [-14.32542, -0.02390, -9.64372], [-14.25008, -1.17527, -10.78716], [-13.04815, -1.16575, -9.47578], [-16.68368, -1.95016, -10.04866], [-16.71688, -3.30374, -9.02659], [-14.75978, -3.08717, -11.36238], [-16.17534, -4.22933, -11.28783], [-14.10793, -5.41711, -10.75535], [-15.31210, -5.37450, -9.53836], [-12.34757, -3.19733, -10.46440], [-11.71701, -4.78433, -9.85517], [-11.49277, -3.33175, -9.01946], [-14.22243, -5.58710, -7.36458], [-12.55189, -5.11820, -7.34291], [-13.11926, -6.30726, -8.60383], [-16.32856, -0.25512, -8.29191], [-15.06343, -0.63963, -7.16923], [-16.47664, -1.61999, -7.21705], [-11.35481, 0.68023, -4.96242], [-10.77797, -0.61288, -4.52437], [-11.32440, -1.79578, -5.16448], [-10.68418, 1.47896, -4.64559], [-12.40307, 0.81890, -4.69777], [-11.29925, 0.70621, -6.05070], [-10.87764, -0.72686, -3.44493], [-9.73706, -0.54504, -4.84059], [-11.96391, -1.54630, -5.83559], [-19.06602, -6.15302, -11.02734], [-18.12802, -7.20375, -11.58336], [-18.93734, -8.27469, -11.77296], [-19.52628, -6.50232, -10.10309], [-19.89085, -5.86825, -11.68053], [-18.42346, -5.28884, -10.85879], [-17.35180, -7.38749, -10.84050], [-17.69965, -6.77629, -12.48994], [-18.47418, -9.08729, -11.98920], [-14.80404, -6.90176, -14.58421], [-13.50787, -7.37024, -13.90848], [-13.64451, -8.72299, -13.53139], [-14.92622, -7.50822, -15.48163], [-14.66857, -5.87591, -14.92680], [-15.62040, -7.11391, -13.89383], [-13.29906, -6.77807, -13.01751], [-12.68309, -7.19823, -14.60005], [-12.85204, -8.92937, -13.03040], [-15.08168, -0.84768, -21.05652], [-14.86656, -1.91337, -20.08522], [-13.58999, -1.91122, -19.46822], [-13.62710, -2.97879, -18.28687], [-14.11845, -2.50006, -16.98581], [-15.43456, -1.90987, -16.93654], [-15.80678, -1.51354, -15.54363], [-15.27703, -0.29437, -15.15965], [-15.22098, -0.11244, -13.74168], [-14.34304, -0.64740, -21.83267], [-15.07639, 0.07035, -20.46891], [-16.05854, -0.97016, -21.52432], [-13.39254, -0.86799, -19.22165], [-12.76795, -2.04374, -20.17162], [-12.69414, -3.49508, -18.06070], [-14.34662, -3.74187, -18.58370], [-13.59655, -1.83596, -16.43201], [-16.13735, -2.48426, -17.54008], [-15.51366, -1.04165, -17.59080], [-15.38145, -2.21919, -14.83003], [-16.87121, -1.52603, -15.30923], [-16.13716, 0.05287, -13.17478], [-14.70583, 0.80191, -13.44724], [-14.68015, -0.85623, -13.15655], [-24.95999, -5.88242, -10.23186], [-24.45662, -4.88909, -11.13114], [-23.71010, -5.45128, -12.27788], [-22.99183, -4.23342, -12.91519], [-21.63110, -4.11284, -12.32567], [-21.53779, -3.43276, -11.09437], [-20.16102, -2.80513, -10.96331], [-19.95376, -1.83444, -11.94658], [-18.91303, -0.94760, -11.60857], [-24.16806, -6.48532, -9.78751], [-25.59637, -6.61118, -10.73388], [-25.65759, -5.59459, -9.44535], [-24.50042, -5.92811, -12.85763], [-22.96293, -6.20728, -12.03638], [-23.57203, -3.32337, -12.76255], [-22.92448, -4.27320, -14.00238], [-21.26699, -3.41936, -12.96333], [-21.60820, -4.16004, -10.28555], [-22.39541, -2.76266, -11.03485], [-19.45242, -3.62987, -10.88722], [-20.14785, -2.26086, -10.01901], [-18.85188, -0.13491, -12.33237], [-18.03205, -1.50846, -11.92066], [-18.76547, -0.48959, -10.63053], [-16.62803, 9.75602, -8.81947], [-16.39316, 8.53624, -9.54024], [-16.83711, 7.33570, -8.85363], [-17.00313, 6.05611, -9.63187], [-15.77042, 5.16023, -9.70242], [-15.98904, 3.89487, -10.31291], [-16.84823, 2.82520, -9.59328], [-17.77392, 2.17984, -10.37228], [-18.89436, 2.94293, -10.78071], [-15.82289, 10.47172, -8.98565], [-16.66540, 9.54896, -7.74997], [-17.48361, 10.27268, -9.25436], [-17.83500, 7.71785, -8.63856], [-16.41499, 7.28035, -7.85021], [-17.21424, 6.21935, -10.68871], [-17.80525, 5.51897, -9.12573], [-14.95999, 5.66065, -10.03839], [-15.06112, 3.33152, -10.41139], [-16.37370, 3.95911, -11.33075], [-17.52203, 3.22429, -8.83513], [-16.36629, 2.02341, -9.03382], [-19.47229, 2.52277, -11.60387], [-18.50850, 3.91223, -11.09640], [-19.57918, 3.14970, -9.95829], [-9.94951, -13.24034, -12.67867], [-11.03462, -12.44128, -12.44338], [-11.53754, -11.66861, -13.58089], [-10.73823, -10.30883, -13.69605], [-10.99359, -9.46441, -12.51273], [-10.27999, -8.18073, -12.64815], [-10.25047, -7.56579, -11.26368], [-9.35111, -8.27343, -10.42467], [-9.47687, -8.01281, -9.02925], [-9.10542, -12.59289, -12.44114], [-9.91376, -13.53085, -13.72864], [-9.96347, -14.15071, -12.07939], [-12.60309, -11.49609, -13.42947], [-11.38378, -12.23241, -14.50100], [-11.03481, -9.79978, -14.61311], [-9.67800, -10.55879, -13.73506], [-10.59083, -9.98071, -11.74375], [-10.91225, -7.48258, -13.19672], [-9.27604, -8.29528, -13.05689], [-11.24526, -7.50129, -10.82286], [-9.78720, -6.59467, -11.43806], [-8.92706, -8.58774, -8.28408], [-10.46300, -8.32483, -8.68534], [-9.50531, -6.93598, -8.86267], [-11.22655, -6.44780, -5.59733], [-12.31751, -5.93634, -4.78917], [-12.76985, -6.95260, -3.94200], [-14.20839, -6.71599, -3.34886], [-15.12643, -6.10912, -4.26057], [-15.45570, -7.05196, -5.33516], [-16.82812, -6.64156, -6.03286], [-17.95926, -6.89806, -5.28910], [-19.04475, -6.55216, -6.04067], [-10.70918, -5.70831, -6.20856], [-11.37147, -7.25112, -6.31966], [-10.56259, -6.93406, -4.88264], [-12.02298, -7.19024, -3.18448], [-12.83175, -7.88592, -4.50162], [-14.09691, -5.85907, -2.68451], [-14.64344, -7.51904, -2.75394], [-16.00260, -5.80304, -3.86216], [-15.76321, -7.91913, -4.75073], [-14.67706, -7.23350, -6.07600], [-16.87765, -7.31831, -6.88588], [-16.73520, -5.61101, -6.37554], [-19.01678, -5.50109, -6.32800], [-20.05268, -6.75254, -5.67733], [-19.03841, -7.14833, -6.95316], [-9.70497, -1.58861, -19.90975], [-10.13222, -0.60498, -19.09281], [-10.20219, -0.99400, -17.72295], [-10.48143, 0.15714, -16.70387], [-9.77740, 0.00688, -15.50457], [-10.16962, 0.92719, -14.47925], [-11.64822, 0.81283, -13.89967], [-12.12906, -0.13537, -12.92569], [-11.66079, -1.43503, -13.12555], [-10.43504, -2.32456, -20.24661], [-8.85195, -2.14262, -19.51793], [-9.41191, -1.11618, -20.84732], [-9.20838, -1.40981, -17.55700], [-10.94705, -1.78189, -17.61119], [-11.56824, 0.23527, -16.67518], [-10.11492, 1.11150, -17.08201], [-8.79598, -0.02617, -15.74084], [-9.99979, 1.99100, -14.64522], [-9.47398, 0.74495, -13.66011], [-12.37095, 0.96220, -14.70182], [-11.90426, 1.74365, -13.39358], [-11.66217, -1.70064, -14.18268], [-12.27611, -2.09257, -12.51144], [-10.62946, -1.50238, -12.77925], [-9.48525, -1.43773, -0.58410], [-10.68414, -2.13161, -0.99738], [-10.38632, -3.29881, -1.83759], [-11.71025, -3.98006, -2.12307], [-12.72526, -3.28772, -3.01231], [-13.68977, -2.45441, -2.32145], [-14.71530, -1.75958, -3.25837], [-15.63403, -2.68657, -3.87844], [-16.99263, -2.17868, -4.11259], [-8.73601, -1.87814, 0.07375], [-9.85758, -0.58922, -0.01007], [-9.06175, -1.17709, -1.55406], [-9.62186, -3.85782, -1.29795], [-9.89890, -2.82908, -2.69191], [-12.06918, -4.37937, -1.17448], [-11.36749, -4.86854, -2.65337], [-12.16448, -2.60942, -3.50783], [-13.09497, -1.77465, -1.71133], [-14.07269, -3.16607, -1.59001], [-14.36552, -1.18031, -4.11288], [-15.34952, -1.10970, -2.65544], [-17.40601, -2.92137, -4.79495], [-17.02898, -1.26487, -4.70568], [-17.74329, -2.06444, -3.33056], [-11.05576, 5.85209, -10.08942], [-10.75174, 4.64754, -9.50288], [-11.69394, 4.05630, -8.59430], [-11.78879, 2.50477, -8.68088], [-10.54935, 1.83240, -8.41580], [-10.65461, 0.40667, -8.63437], [-9.31398, -0.36460, -8.38959], [-8.61295, -0.58981, -9.64990], [-9.07984, -1.66144, -10.42667], [-10.18658, 6.48979, -10.25057], [-11.58044, 6.26535, -9.22802], [-11.71511, 5.79361, -10.95541], [-12.70869, 4.37756, -8.82919], [-11.30208, 4.47300, -7.66644], [-11.95864, 2.23463, -9.72314], [-12.62508, 2.20920, -8.04736], [-9.75906, 2.16127, -8.95189], [-10.96391, 0.24933, -9.66765], [-11.47946, -0.13845, -8.17549], [-9.56232, -1.26384, -7.82586], [-8.63161, 0.07613, -7.66281], [-10.16710, -1.73827, -10.41904], [-8.67918, -2.55462, -9.94730], [-8.78918, -1.67165, -11.47716], [-18.79047, 0.48358, -7.34996], [-20.07485, 0.94817, -7.07497], [-21.04793, 0.96407, -8.14520], [-22.46958, 1.60193, -7.61491], [-22.47463, 3.10313, -7.43749], [-21.44445, 3.61830, -6.48433], [-22.11558, 4.89427, -5.88025], [-23.32506, 4.51410, -5.16308], [-23.15054, 3.99753, -3.84103], [-18.94361, -0.53523, -7.70586], [-18.30291, 0.34862, -6.38447], [-18.35455, 0.95552, -8.23051], [-21.25756, -0.03808, -8.51917], [-20.69786, 1.52460, -9.01201], [-22.60471, 1.14743, -6.63344], [-23.22653, 1.08695, -8.20646], [-23.21054, 3.60866, -6.96529], [-20.48662, 3.72484, -6.99353], [-21.21772, 2.97438, -5.63458], [-22.40820, 5.61782, -6.64113], [-21.45134, 5.27657, -5.10519], [-22.15256, 3.69802, -3.52096], [-23.66290, 3.03593, -3.81104], [-23.44600, 4.81610, -3.18471]],
  "atomic_forces_ev_per_a": [[0.28, -0.34, 0.42], [1.03, 1.12, -0.10], [-2.46, -1.24, -3.20], [0.38, 0.11, 0.18], [1.60, -1.09, 0.31], [-0.31, 0.77, 1.95], [0.83, 0.03, 0.18], [1.58, 1.90, 4.18], [-3.18, -2.54, -4.59], [0.31, 0.18, -0.25], [0.02, 1.40, 0.20], [1.21, 0.10, 2.45], [-0.23, 0.11, 0.79], [-0.01, -0.98, 0.04], [0.05, -0.04, -0.20], [0.27, 0.19, -0.26], [0.19, -0.19, 0.46], [-0.54, 0.22, -0.50], [-0.42, 0.83, -0.36], [0.26, 0.42, -0.21], [-0.21, -0.15, 0.14], [-0.23, -0.42, -0.35], [-0.22, -0.09, -0.54], [-0.51, 0.04, 0.89], [-0.21, -0.17, -0.21], [0.16, -0.38, -0.10], [0.04, -0.01, 0.21], [0.31, -0.42, -0.80], [-0.06, 0.37, 0.32], [-0.02, -0.42, -0.18], [-0.42, 0.27, -1.00], [0.32, -0.74, -0.45], [0.23, 0.56, 0.68], [-0.43, 0.20, 0.31], [0.08, 0.24, 0.33], [-0.05, 0.16, -0.19], [0.23, -0.21, 0.12], [0.31, -0.39, 0.49], [-0.13, 0.10, -0.26], [0.51, 0.43, 0.29], [-0.34, 1.81, 0.62], [-1.13, -2.37, -0.64], [0.21, 0.07, 0.21], [0.24, -0.10, -0.33], [-0.29, 0.33, 0.35], [0.39, -0.11, -0.01], [0.34, -0.33, -0.34], [0.22, 0.06, -0.11], [1.15, -0.74, 0.10], [-0.79, 0.32, -0.27], [-0.27, 0.23, -0.41], [-0.22, -0.08, 0.02], [-0.47, 0.16, 0.34], [-0.21, 0.50, -0.21], [-0.02, 0.35, 0.22], [0.27, -0.18, -0.17], [0.52, -0.61, 0.46], [-0.01, 0.15, 1.53], [-0.10, -0.10, -1.58], [-0.06, 0.02, 0.34], [-0.40, 1.67, 0.27], [-0.42, -0.20, 0.51], [-0.47, 0.53, -1.83], [-0.72, -1.51, 1.29], [0.88, 1.90, 1.23], [0.28, 0.77, 0.53], [0.44, -0.90, -0.02], [-0.29, 0.36, 0.00], [0.12, -0.26, 0.22], [0.05, 0.20, 1.22], [-0.02, -0.91, -0.40], [0.24, 0.28, -0.52], [0.03, -0.03, -0.27], [1.24, -0.19, -0.57], [-0.38, -0.92, 0.90], [0.36, 0.95, 0.16], [0.07, -0.80, -0.13], [-0.42, 0.01, -0.52], [-1.00, -0.47, -0.73], [0.41, 0.20, -0.92], [0.18, -0.72, -0.61], [-0.04, -1.02, -0.78], [0.52, -0.74, 0.61], [-1.31, 1.44, 0.48], [-0.17, -1.03, 0.90], [-0.40, -0.03, -3.04], [-0.25, -0.16, 1.15], [-1.28, 0.41, 1.26], [-0.51, 0.63, 0.13], [1.56, -0.33, -2.18], [0.32, 0.19, 0.16], [0.05, -0.20, -0.73], [0.51, 1.26, -0.02], [0.24, 0.05, -0.63], [0.01, 0.03, 0.51], [-0.32, 0.07, 0.47], [0.31, -0.62, 0.03], [0.85, -0.15, -0.46], [-0.21, 0.03, 0.35], [0.19, 0.68, 0.61], [0.48, 0.31, -0.54], [0.05, -0.21, 0.54], [-0.74, 0.19, -0.01], [0.84, 0.02, 0.71], [-0.78, -0.50, 0.46], [0.40, -0.60, -0.59], [1.50, -0.57, -0.48], [-1.75, 2.65, 0.27], [2.40, -0.85, -0.70], [-1.10, 0.92, 1.99], [0.47, -1.67, -0.47], [-1.52, 1.36, 1.89], [-1.16, -2.23, -2.53], [0.60, 1.11, 0.23], [0.44, -0.40, -0.07], [-0.43, 0.25, 0.06], [-0.56, -0.28, 0.50], [-0.81, -0.96, 0.36], [0.76, -0.56, -0.16], [-0.88, 0.56, 0.07], [0.07, -0.20, -0.23], [-0.17, -0.10, -0.19], [0.57, 0.59, -0.21], [-0.32, 0.04, -0.36], [0.57, 1.12, 0.83], [0.91, 0.18, -0.36], [0.46, -0.48, 0.10], [-0.29, 0.24, -0.29], [-0.06, -0.15, 0.34], [1.15, 0.25, -0.62], [-3.02, 1.30, -0.39], [1.55, 0.55, 0.83], [-1.12, -1.38, 0.65], [0.26, -0.03, -1.39], [-1.20, -0.76, 1.66], [1.57, 0.49, -0.09], [0.58, -1.13, 0.83], [-2.11, 0.39, -0.28], [0.88, -0.69, -0.07], [0.25, -0.18, -0.17], [-0.07, 0.20, 0.21], [0.13, 0.04, 0.14], [-0.05, -0.14, -0.07], [-0.02, 0.10, 0.03], [0.24, 0.00, -0.33], [-0.03, 0.06, 0.40], [0.31, -0.13, -0.61], [0.08, 0.21, -0.13], [-0.16, 0.03, -0.02], [-0.41, 0.68, 0.40], [1.30, 0.14, -0.99], [-0.81, -0.04, -0.31], [0.72, 0.18, 0.29], [0.65, -0.29, 0.86], [0.22, 0.11, -1.58], [-1.53, -1.64, -0.04], [1.52, 2.71, 1.35], [0.54, 0.60, -3.02], [-3.39, 0.43, 0.82], [2.88, -1.25, -0.59], [0.57, 0.05, 2.33], [-1.74, 0.20, -1.89], [-0.24, 0.62, 0.73], [-1.42, -0.21, 0.00], [0.65, 0.36, -0.01], [-0.13, 0.35, 0.55], [-0.02, -0.23, -0.38], [0.45, -0.28, 0.92], [0.40, -0.59, -0.33], [0.13, -0.05, 0.54], [0.41, -1.03, -0.70], [-0.01, 0.09, 0.30], [0.08, 0.24, -0.66], [-0.29, 0.38, -0.09], [0.00, 0.26, -0.08], [0.45, -0.11, 1.13], [0.12, 0.05, -0.54], [0.86, -1.07, -2.06], [-1.41, 1.99, 1.82], [0.74, 0.27, -0.06], [-0.29, 0.40, -3.34], [-0.68, -1.60, 1.22], [-0.18, -0.72, 2.45], [-0.31, 1.47, -0.06], [0.76, 0.64, -0.80], [0.44, -0.12, 0.03], [-0.58, -0.23, 0.51], [0.27, -0.05, 0.16], [0.31, 0.08, -0.01], [0.12, -0.30, 0.71], [-0.08, -0.19, 0.15], [0.02, 0.05, 0.82], [-0.39, 0.26, -1.16], [0.11, 0.27, 0.61], [-0.34, 0.35, -0.78], [-0.04, -0.09, 0.38], [-0.11, -1.07, -0.60], [0.85, 0.34, 0.31], [-0.24, -0.30, -0.06], [-0.08, -0.19, -0.21], [0.16, -0.24, -0.03], [-1.40, 0.55, -0.93], [0.59, -1.07, 0.93], [-0.50, 3.03, 1.07], [0.57, -0.98, -0.85], [1.29, -0.34, -0.42], [0.34, -0.42, 0.50], [-1.04, -0.31, 0.76], [-1.08, -0.11, 0.49], [0.53, -0.85, -1.62], [-0.26, -1.06, -0.17], [0.14, 0.29, -0.42], [0.79, 0.67, 0.33], [-0.36, -0.79, -0.15], [-0.03, -0.56, -0.71], [-0.70, 0.43, -0.01], [-0.38, -0.25, -0.35], [0.35, -0.24, -0.89], [-0.54, 0.88, -0.02], [-1.28, 0.45, 0.02], [0.97, 0.21, 0.34], [0.33, 0.28, 0.26], [-0.08, -0.16, 0.07], [0.60, 0.33, 0.14], [0.87, -0.20, 0.93], [-1.32, 0.99, 1.80], [1.51, -3.38, -1.00], [0.46, 0.09, -0.71], [1.38, 1.69, -1.15], [0.21, -0.94, 2.30], [1.09, -0.59, -0.67], [-0.80, -0.20, -0.93], [-0.03, 1.05, 0.83], [-0.35, -0.84, 1.02], [0.17, -0.46, -0.26], [-0.67, 1.63, -0.58], [0.07, -0.06, -0.21], [-0.12, 0.48, 0.19], [-0.79, -0.61, 0.74], [-1.21, 0.34, -0.46], [0.21, -0.35, 0.16], [-0.23, 0.45, -0.15], [0.35, -0.27, -0.80], [-0.12, 0.65, 1.13], [-0.07, -0.84, -0.62], [0.09, 0.86, -0.59], [-0.27, 0.11, 0.03], [-0.10, -0.55, -0.25], [0.46, 0.66, 0.21], [-1.49, -1.70, -0.85], [-1.61, 1.14, 0.05], [-1.13, 1.30, 1.02], [2.04, -0.12, 1.09], [1.76, -0.60, -0.27], [-0.78, 0.13, -0.50], [0.62, -1.17, 1.15], [0.91, -0.02, -0.80], [0.20, 0.09, -0.57], [0.34, -0.74, -0.18], [0.61, 0.79, -0.35], [0.70, 0.70, 0.52], [-0.01, -0.36, 0.27], [0.22, 0.30, 0.05], [0.13, -0.24, 0.34], [-0.28, 1.07, -0.50], [-1.76, -1.68, -0.77], [0.05, 0.64, 0.05], [-0.25, -0.49, 0.11], [0.10, 0.02, 0.15], [0.26, 0.64, -0.38], [0.62, 0.38, -0.60], [-0.75, 0.43, 0.49], [-0.53, -0.59, 0.45]]
}